Below is a structure of composition C45H50IrN6O5P3S5SbTe, with properties calculated with ωB97M-V/def2-TZVPD.

Last column: Mulliken charge in e.
CARTESIAN COORDINATES (ANGSTROEM)
Ir1 0.490787 1.270632 0.771502  1.510
Te1 2.168257 -0.370561 -4.223412  0.241
C1 3.816207 -1.730897 -4.248454  -0.020
C2 5.095535 -1.285088 -4.562809  -0.234
C3 6.138170 -2.197123 -4.602386  -0.399
N1 5.991416 -3.498232 -4.366213  -0.689
C4 4.766072 -3.917045 -4.054693  -0.448
C5 3.659985 -3.086182 -3.979919  0.260
C6 1.698290 -0.796697 -2.173168  -1.583
P1 0.088933 -1.467679 -1.974144  0.535
C7 -0.226980 -2.700254 -3.299159  0.768
C8 -0.769041 -2.186809 -4.479905  -0.448
C9 -0.981638 -3.005657 -5.575861  -0.683
C10 -0.631775 -4.346241 -5.513594  -0.693
C11 -0.113822 -4.869301 -4.339762  -0.502
C12 0.072349 -4.055242 -3.230501  -0.795
C13 0.160816 -2.500653 -0.482274  0.365
C14 1.164508 -3.377142 -0.328827  -0.697
C15 1.104501 -4.432194 0.675252  -0.783
C16 0.146583 -4.444208 1.600291  -1.280
C17 -0.745311 -3.256200 1.769322  -0.092
C18 -0.938400 -2.394764 0.510674  -0.710
P2 1.872163 0.714538 -1.189457  1.909
C19 1.680712 2.227868 -2.234232  0.123
C20 0.440862 2.899620 -2.297401  -0.602
C21 0.299282 4.040680 -3.081895  -0.553
C22 1.381887 4.539444 -3.780042  -0.675
C23 2.609102 3.900212 -3.714864  -0.913
C24 2.751946 2.753788 -2.951970  -0.117
C25 3.668490 0.748136 -0.882773  0.995
C26 4.257268 1.875126 -0.305749  -0.603
C27 5.611468 1.889003 -0.025623  -0.653
C28 6.395305 0.781170 -0.322906  -0.750
C29 5.815770 -0.343649 -0.887642  -0.735
C30 4.453302 -0.367322 -1.150866  -1.184
H1 5.272549 -0.236137 -4.762947  0.370
H2 7.147543 -1.871339 -4.834045  0.362
H3 4.670520 -4.982352 -3.867267  0.372
H4 2.685623 -3.486171 -3.727347  0.306
H5 -1.031882 -1.138493 -4.533567  0.440
H6 -1.416217 -2.598392 -6.479809  0.409
H7 -0.770616 -4.984054 -6.378055  0.373
H8 0.143501 -5.920180 -4.284400  0.423
H9 0.450709 -4.481092 -2.312575  0.339
H10 1.990144 -3.364893 -1.031942  0.550
H11 1.820456 -5.241638 0.597530  0.417
H12 0.051544 -5.245254 2.322543  0.360
H13 -1.709248 -3.542040 2.190908  0.446
H14 -1.919524 -2.470969 0.040152  0.727
H15 -1.315378 3.019788 -1.468911  -0.007
H16 -0.664307 4.535020 -3.118284  0.545
H17 1.267464 5.437339 -4.374723  0.375
H18 3.461100 4.294345 -4.253899  0.435
H19 3.709649 2.256390 -2.891806  0.556
H20 3.635253 2.729480 -0.068574  0.476
H21 6.052961 2.759847 0.439908  0.488
H22 7.454909 0.786813 -0.095980  0.344
H23 6.418454 -1.212553 -1.126011  0.469
H24 3.991178 -1.252586 -1.566693  0.496
S1 4.775976 3.221292 3.357303  -0.653
Sb1 2.491932 2.836313 3.276444  0.444
S2 1.300460 3.375041 0.722897  -0.626
S3 2.277352 0.686732 2.066769  -0.525
S4 1.833066 2.074334 5.403697  -0.592
O1 -0.572412 2.407385 -1.576479  0.322
N2 -1.081843 -0.377939 -2.004677  -0.053
C31 -2.374146 -0.565138 -2.347443  1.651
C32 -3.081461 -1.771861 -2.183830  -0.013
N3 -3.629554 -2.781309 -2.029035  -0.848
C33 -3.049196 0.500560 -2.982050  -0.370
N4 -3.587279 1.324695 -3.589025  -0.787
C34 -5.844733 2.028628 -0.127589  -1.649
C35 -5.320611 1.211053 1.052303  1.762
C36 -5.847530 1.822700 2.352808  -1.626
C37 -5.773836 -0.242688 0.941155  -1.692
O2 -3.882320 1.157424 1.028208  0.369
P3 -2.910371 2.372343 1.443610  -1.016
O3 -3.372891 3.695698 0.963774  -0.989
O4 -1.536285 1.922679 1.025675  1.399
O5 -3.003991 2.206894 3.059306  0.211
C38 -2.492578 3.174309 3.991741  1.724
C39 -3.327808 4.458096 3.953792  -2.000
C40 -2.626287 2.516811 5.364423  -1.718
C41 -1.027717 3.491984 3.701871  -0.787
H25 -6.932019 2.114751 -0.071664  0.424
H26 -5.576563 1.559033 -1.070329  0.334
H27 -5.394909 3.019910 -0.100668  0.319
H28 -6.936532 1.753105 2.376851  0.560
H29 -5.554512 2.871076 2.401335  0.319
H30 -5.427533 1.303120 3.213478  0.203
H31 -6.862557 -0.298490 0.893760  0.390
H32 -5.417177 -0.808691 1.803613  0.311
H33 -5.356284 -0.697574 0.043178  0.265
H34 -4.357783 4.245409 4.250484  0.364
H35 -3.332422 4.854186 2.941015  0.382
H36 -2.903157 5.197006 4.635290  0.461
H37 -3.663014 2.215627 5.528847  0.405
H38 -2.323085 3.214965 6.145157  0.403
H39 -1.991870 1.631254 5.420299  0.118
H40 -0.935046 3.950394 2.715902  0.404
H41 -0.440960 2.571900 3.713979  -0.556
H42 -0.623010 4.169075 4.454804  0.575
C42 -1.882345 -1.616634 4.264897  -0.916
N5 -0.540494 -2.101146 4.021898  0.046
C43 0.499074 -1.425715 4.801434  0.028
C44 1.771345 -1.868254 4.099153  -0.647
N6 1.317206 -2.235388 2.756791  0.047
C45 -0.086668 -2.188953 2.696339  0.265
S5 -0.837519 -0.791002 1.439234  -0.053
H43 -1.997408 -0.567729 3.962089  0.229
H44 -2.082521 -1.700012 5.333367  0.430
H45 -2.608303 -2.217702 3.716872  0.183
H46 0.455308 -1.754306 5.841250  0.432
H47 0.385338 -0.334785 4.771820  -0.218
H48 2.190927 -2.764171 4.571969  0.343
H49 2.525122 -1.083756 4.079629  0.261
H50 1.794050 -1.764494 2.001536  0.014

Atoms 1-6, force components in eV/Å:
0.4829 -1.6897 -1.9143
0.4783 -0.5200 0.6487
-0.0790 0.1060 -0.2223
-0.1780 0.0508 -0.0324
0.0474 -0.0633 -0.0371
0.0991 -0.0163 0.0341

Its LUMO energy (spin up / spin down) is 3.07 / 3.03 eV. As for the spin multiplicity: 2. As for the total charge: -2. Its strongest force on any atom is 2.599 eV/Å. The relative energy (zero: lowest compared OMol25 entry of this formula, charge and spin) comes out at 54.7 kcal/mol.